ORCA calculation (the ωB97M-V functional and the def2-TZVPD basis) on a molecular structure, C12H29CoN4O9P at a distorted geometry.

Each line ends with the Löwdin charge.
Positions of all 56 atoms, in Å:
O: -1.78495 -0.59229 -3.79595  -0.06
H: -1.13204 -0.60628 -4.55590  0.18
Co: 0.14868 0.12246 -0.23129  0.30
N: 1.50485 -0.86336 -1.07649  -0.19
N: -0.70868 -1.56561 -0.13492  -0.15
N: 0.85064 1.83872 -0.31982  -0.07
N: -1.24684 1.03956 0.53797  -0.12
O: 2.61818 -0.31561 -1.34988  -0.04
O: 2.13520 2.21133 -0.61870  0.02
O: -2.48443 0.56727 0.62264  0.02
O: -1.95699 -1.74116 0.05760  -0.04
C: -0.05555 -2.56019 -0.76286  -0.24
C: 1.13568 -2.11252 -1.41094  -0.22
C: 0.08613 2.84570 0.19144  -0.24
C: -1.14514 2.38564 0.67157  -0.24
C: 1.74901 -2.85513 -2.53399  0.00
H: 1.11974 -2.83717 -3.43895  0.10
H: 1.86997 -3.91437 -2.27779  0.09
H: 2.72759 -2.44791 -2.79823  0.09
C: -0.85310 -3.76941 -0.97943  -0.02
H: -1.72583 -3.57214 -1.61157  0.10
H: -1.21803 -4.11270 -0.00506  0.10
H: -0.26415 -4.56446 -1.43129  0.08
C: 0.43698 4.29865 0.06987  0.00
C: -2.35839 3.18519 0.99260  -0.01
H: 0.73495 4.51709 -0.96620  0.10
H: 1.24461 4.63827 0.73885  0.10
H: -0.44213 4.92400 0.31724  0.09
H: -3.17672 2.51644 1.28404  0.08
H: -2.70018 3.77911 0.12784  0.10
H: -2.13342 3.87665 1.82253  0.10
H: 2.49587 1.35566 -1.08411  0.11
H: -2.38804 -0.46001 0.32663  0.05
C: -3.37739 -0.45977 -3.73471  0.09
H: -3.85179 -1.27928 -4.32527  0.10
H: -3.51615 0.49696 -4.24591  0.09
H: -3.74989 -0.46041 -2.71570  0.09
O: -0.56999 0.31192 -1.94556  -0.18
H: -1.22338 -0.21266 -2.87670  0.02
H: -1.04729 1.18053 -1.91201  0.08
C: 2.70883 1.68676 2.59475  -0.07
O: 1.48739 0.93884 2.73327  -0.28
P: 1.04207 -0.25986 1.76917  0.78
O: -0.02023 -1.07485 2.67554  -0.28
C: -0.84864 -0.40344 3.65077  -0.08
O: 2.31833 -1.20215 1.62510  -0.27
C: 2.82571 -2.16062 2.56761  -0.06
H: 2.50212 2.70437 2.93394  0.09
H: 3.04004 1.74247 1.55339  0.07
H: 3.51180 1.25921 3.21126  0.10
H: -0.26996 -0.08561 4.52406  0.09
H: -1.37041 0.46159 3.22523  0.08
H: -1.59184 -1.14442 3.94865  0.10
H: 3.51359 -1.69715 3.25992  0.09
H: 2.03954 -2.65957 3.11110  0.08
H: 3.36408 -2.89429 1.99466  0.09

Computed properties:
- Total charge: +1
- Kohn-Sham gap (alpha / beta): 5.38 / 6.71 eV
- HOMO (alpha / beta): -8.368 / -11.716 eV
- Relative energy (zero: lowest compared OMol25 entry of this formula, charge and spin): 0.0 kcal per mole
- Spin multiplicity: 5
- <S²>: 6.0639



ORCA calculation (the ωB97M-V functional and the def2-TZVPD basis) on a molecular structure, C4H6LaO7 at a distorted geometry.

Each line ends with the Löwdin charge.
Positions of all 18 atoms, in Å:
O: 1.18793 3.06141 1.33728  -0.17
C: 0.38284 2.16213 0.95664  -0.78
O: 0.38583 1.05216 1.59591  -0.15
O: -0.37809 2.36810 -0.07463  0.07
O: -0.88329 -0.89348 -1.60190  0.06
C: -0.38803 0.38281 -1.54803  -0.24
C: -1.18435 1.28197 -0.59658  -0.10
La: 2.41972 1.90247 3.21155  1.82
H: -0.36717 0.89896 -2.53488  0.16
H: 0.67926 0.37608 -1.22316  0.15
H: -1.60873 0.71437 0.24069  0.13
H: -2.00918 1.77300 -1.12507  0.14
C: 0.31489 -2.34809 0.02829  -0.63
O: 1.52907 -2.14469 -0.07917  0.07
O: -0.32960 -1.94322 1.14495  0.11
H: -0.01022 -1.04854 1.39153  0.09
O: -0.18007 -3.58031 -0.26287  0.13
H: 0.43917 -4.01513 -0.86054  0.13

Computed properties:
- Total charge: +1
- Kohn-Sham gap (alpha / beta): 5.81 / 7.56 eV
- HOMO (alpha / beta): -11.288 / -13.039 eV
- Relative energy (zero: lowest compared OMol25 entry of this formula, charge and spin): 0.0 kcal per mole



ORCA calculation (the ωB97M-V functional and the def2-TZVPD basis) on 2 unconnected molecules or ions with the total composition C3H7NO3 at a distorted geometry.

Each line ends with the Löwdin charge.
Positions of all 14 atoms, in Å:
O: -1.40067 -0.67716 -0.29286  0.08
C: -0.26882 -0.70799 -0.65134  -0.24
C: 0.73518 0.45416 -0.35172  -0.13
N: -0.01549 1.60439 0.12485  0.01
C: 0.17282 2.83206 -0.43446  -0.35
O: 0.81896 3.00030 -1.44711  0.01
H: 0.33102 -1.38285 -1.31385  0.13
H: 1.16165 0.81990 -1.28656  0.11
H: 1.55181 0.12213 0.29694  0.13
H: -0.40008 1.63159 1.06322  0.14
H: -0.14884 3.70735 0.13582  0.13
O: -0.48028 -3.66997 1.57864  -0.08
H: -0.86934 -3.47871 0.69764  0.04
H: -1.18792 -4.25520 1.88078  0.03

Computed properties:
- Kohn-Sham gap: 10.59 eV
- HOMO: -9.874 eV
- Relative energy (zero: lowest compared OMol25 entry of this formula, charge and spin): 47.4 kcal per mole



ORCA calculation (the ωB97M-V functional and the def2-TZVPD basis) on 2 unconnected molecules or ions with the total composition C2H5FN2O3 at a distorted geometry.

Each line ends with the Löwdin charge.
Positions of all 13 atoms, in Å:
N: -0.47783 -0.47550 1.47012  0.17
C: 0.59992 -0.61963 0.71620  -0.44
F: 1.20044 -1.77661 0.48755  0.16
N: 1.08570 0.39230 0.08901  -0.29
O: 2.00570 0.35866 -0.79304  -0.08
O: 0.71858 1.68729 0.51374  0.07
H: -1.32317 0.10912 1.15677  0.14
H: -0.84857 -1.18290 2.06215  0.11
H: 1.33041 2.24209 0.02502  0.11
C: -1.06074 -0.18833 -1.46513  -0.11
O: -1.87044 -0.25641 -0.58291  -0.04
H: -0.32767 -0.99391 -1.60795  0.10
H: -1.03235 0.70384 -2.07153  0.09

Computed properties:
- Kohn-Sham gap: 8.82 eV
- HOMO: -8.153 eV
- Relative energy (zero: lowest compared OMol25 entry of this formula, charge and spin): 34.8 kcal per mole



ORCA calculation (the ωB97M-V functional and the def2-TZVPD basis) on a molecular structure, C3H4LiO3Sr at a distorted geometry.

Each line ends with the Löwdin charge.
Positions of all 12 atoms, in Å:
O: 0.04501 1.19871 0.49466  0.05
C: 1.26529 0.74999 0.23973  -0.81
C: -1.04504 0.30700 0.49481  -0.29
O: 2.20466 1.57140 0.20958  -0.20
O: 1.46203 -0.46975 -0.06671  -0.30
C: -1.73053 0.05042 -0.64678  -0.09
H: -1.34390 0.03641 1.50966  0.08
H: -1.60080 0.66865 -1.53789  0.07
H: -2.57559 -0.63886 -0.57420  0.06
Li: 0.14935 -1.72078 -0.67572  0.45
Sr: 4.08347 0.05299 -0.33192  1.12
H: -0.91395 -1.80620 0.88476  -0.14

Computed properties:
- Kohn-Sham gap (alpha / beta): 5.27 / 5.16 eV
- HOMO (alpha / beta): -5.733 / -5.782 eV
- Relative energy (zero: lowest compared OMol25 entry of this formula, charge and spin): 0.0 kcal per mole
- Spin multiplicity: 2
- <S²>: 0.7502



ORCA calculation (the ωB97M-V functional and the def2-TZVPD basis) on 2 unconnected molecules or ions with the total composition C3H7N5 at a distorted geometry.

Each line ends with the Löwdin charge.
Positions of all 15 atoms, in Å:
C: 1.08653 0.28343 -0.09250  -0.45
C: 0.26834 1.36688 -0.16969  0.02
C: -0.89456 0.75854 -0.40061  -0.41
H: 3.03780 0.68091 -0.56531  0.12
H: 3.07654 -0.80929 1.29930  0.31
H: 0.39602 2.34871 -0.02181  0.09
H: -2.92278 1.12737 0.26037  0.01
H: -1.42887 -1.28964 1.25367  0.11
H: -1.77684 -1.93132 -0.13688  0.00
H: 0.90937 -1.46942 -1.09605  0.08
N: 2.38726 0.23335 0.20706  0.00
N: -1.97863 1.48311 0.08740  0.08
N: -0.86414 -0.61829 -0.55958  -0.16
N: -1.78996 -1.15618 0.30796  0.09
N: 0.49393 -1.00818 -0.37332  0.10

Computed properties:
- Kohn-Sham gap: 6.42 eV
- HOMO: -7.598 eV
- Relative energy (zero: lowest compared OMol25 entry of this formula, charge and spin): 191.5 kcal per mole



ORCA calculation (the ωB97M-V functional and the def2-TZVPD basis) on a molecular structure, C32H35B2IrN16Si at a distorted geometry.

Each line ends with the Löwdin charge.
Positions of all 87 atoms, in Å:
Ir: 0.52859 -0.53184 0.49421  1.42
C: 1.37533 -4.55364 -0.36955  0.01
C: 1.70212 -3.29564 0.12335  -0.09
N: 0.75588 -2.42116 -0.22495  -0.13
N: -0.18371 -3.08314 -0.92459  0.03
C: 0.17553 -4.37713 -1.03050  -0.01
B: -1.36962 -2.30098 -1.52987  -0.62
N: -0.75750 -1.13152 -2.39143  0.13
C: -0.82766 -0.99147 -3.76534  0.03
C: -0.22706 0.14839 -4.13001  0.09
C: 0.25080 0.78106 -2.87806  -0.23
N: -0.12591 -0.15104 -1.83442  0.11
N: -2.14660 -1.61832 -0.37464  0.04
C: -3.46080 -1.61593 -0.06755  -0.03
C: -3.65747 -0.79171 1.02537  0.00
C: -2.39305 -0.30346 1.33294  -0.12
N: -1.49364 -0.80440 0.48456  -0.15
N: -2.19764 -3.23720 -2.37037  -0.02
C: -1.72393 -4.04859 -3.37026  -0.12
C: -2.72203 -4.90800 -3.73178  -0.01
C: -3.81630 -4.54658 -2.90881  -0.09
N: -3.49575 -3.53387 -2.13804  0.06
H: 1.93359 -5.46531 -0.25773  0.12
H: 2.57017 -3.00417 0.69016  0.12
H: -0.41463 -5.10444 -1.55828  0.14
H: -1.31506 -1.73294 -4.37781  0.15
H: -0.04354 0.51885 -5.12544  0.16
H: 1.34606 0.89714 -2.89322  0.20
H: -4.15400 -2.21493 -0.62990  0.11
H: -4.58522 -0.58714 1.52873  0.12
H: -2.10236 0.37616 2.11703  0.12
H: -0.72218 -3.96334 -3.76195  0.13
H: -2.70755 -5.66504 -4.49587  0.12
H: -4.81203 -4.95577 -2.90689  0.12
C: 4.74309 -0.28405 0.38756  0.00
C: 3.52727 -0.41444 -0.27101  -0.12
N: 2.52808 -0.29396 0.60703  -0.17
N: 3.06848 -0.09341 1.82103  0.04
C: 4.40531 -0.08476 1.71563  0.00
B: 2.19682 0.34437 3.02995  -0.66
N: 1.20179 -0.73901 3.45082  0.03
C: 0.67762 -0.98820 4.66223  0.00
C: -0.34720 -1.90679 4.51622  0.01
C: -0.40174 -2.16855 3.15134  -0.10
N: 0.53665 -1.46243 2.52192  -0.02
N: 1.31525 1.51879 2.50137  0.05
C: 1.13944 2.76140 2.96709  0.00
C: 0.12743 3.36715 2.23795  0.00
C: -0.27352 2.40223 1.32713  -0.16
N: 0.44984 1.28974 1.48741  -0.12
N: 3.09424 0.73060 4.16630  -0.04
C: 3.68745 -0.11031 5.06368  -0.09
C: 4.51679 0.63950 5.85439  -0.03
C: 4.40316 1.95571 5.34410  -0.11
N: 3.58423 1.97965 4.31614  0.06
H: 5.73225 -0.32753 -0.03071  0.12
H: 3.34151 -0.58240 -1.31928  0.11
H: 5.05292 0.07504 2.56140  0.14
H: 1.04696 -0.50116 5.54806  0.14
H: -0.96438 -2.33110 5.28726  0.12
H: -1.05510 -2.83754 2.61585  0.13
H: 1.75791 3.14594 3.75892  0.12
H: -0.26157 4.36093 2.36604  0.12
H: -1.03383 2.45468 0.56561  0.06
H: 3.48105 -1.16768 5.08303  0.13
H: 5.15458 0.29316 6.64796  0.11
H: 4.93181 2.83993 5.65625  0.12
C: -2.84852 3.59037 -0.95426  -0.15
Si: -2.23395 2.09388 -1.89340  0.94
C: -3.48642 1.20025 -2.96621  -0.15
C: -0.30182 2.21045 -2.59749  -0.36
C: -0.90170 2.97237 -3.67835  -0.08
C: -0.85805 4.35860 -3.67119  -0.01
C: -0.16029 5.04692 -2.68819  0.01
C: 0.55418 4.33539 -1.70646  -0.01
C: 0.51442 2.97153 -1.67257  -0.04
H: -2.10238 4.37336 -0.82611  0.04
H: -3.23026 3.31145 0.02960  0.05
H: -3.68983 4.02414 -1.50097  0.06
H: -4.21990 1.92524 -3.32840  0.06
H: -4.03371 0.45790 -2.38099  0.05
H: -3.05654 0.69617 -3.82973  0.03
H: -1.34223 2.46131 -4.52476  0.13
H: -1.33168 4.90146 -4.47863  0.14
H: -0.11382 6.12711 -2.71005  0.14
H: 1.17626 4.87658 -1.00585  0.14
H: 1.11878 2.41712 -0.96380  0.12

Computed properties:
- Total charge: +3
- Kohn-Sham gap (alpha / beta): 4.50 / 4.50 eV
- HOMO (alpha / beta): -15.451 / -15.451 eV
- Relative energy (zero: lowest compared OMol25 entry of this formula, charge and spin): 87.1 kcal per mole
- Spin multiplicity: 2
- <S²>: 0.7730



ORCA calculation (the ωB97M-V functional and the def2-TZVPD basis) on 2 unconnected molecules or ions with the total composition C9H14F2NO4 at a distorted geometry.

Each line ends with the Löwdin charge.
Positions of all 30 atoms, in Å:
C: 0.73261 -1.54032 1.34415  -0.14
C: 0.05803 -0.91704 0.12253  -0.28
C: -0.96696 0.17369 0.48476  -0.24
C: -2.41166 -0.29980 0.32616  -0.41
N: -2.70983 -1.28854 1.31744  -0.12
C: -4.03636 -1.77705 1.15543  -0.32
C: -4.18209 -2.61606 -0.10150  -0.49
O: -4.66115 -2.35611 -1.14551  0.10
F: -3.45562 -3.77973 -0.03603  0.02
H: 1.23377 -0.77006 1.94683  0.06
H: 1.48397 -2.28950 1.05896  0.05
H: -0.03557 -2.01619 1.96414  0.06
H: 0.82651 -0.51304 -0.55318  0.07
H: -0.47013 -1.70916 -0.42647  0.10
H: -0.79750 1.08126 -0.11413  0.09
H: -0.83873 0.44181 1.54494  0.10
H: -3.08958 0.59767 0.37248  0.09
H: -2.51777 -0.65874 -0.73221  0.09
H: -4.31553 -2.42379 2.00326  0.09
H: -4.82549 -0.98676 1.04526  0.10
C: 4.33741 2.73821 -1.53047  -0.06
C: 2.97347 2.22335 -1.95018  -0.32
O: 2.48271 1.63487 -0.77332  0.13
C: 3.12634 2.17489 0.29877  -0.53
O: 2.82718 2.02419 1.43129  0.19
O: 4.17362 2.93774 -0.13113  0.06
F: 3.06589 1.28266 -2.92205  0.07
H: 5.09058 1.96805 -1.70944  0.14
H: 4.62713 3.67092 -2.00560  0.13
H: 2.27476 2.99259 -2.28521  0.17

Computed properties:
- Total charge: -1
- Kohn-Sham gap: 4.30 eV
- HOMO: -2.000 eV



Copy entry 5 word for word.
ORCA calculation (the ωB97M-V functional and the def2-TZVPD basis) on a molecular structure, C3H4LiO3Sr at a distorted geometry.

Each line ends with the Löwdin charge.
Positions of all 12 atoms, in Å:
O: 0.04501 1.19871 0.49466  0.05
C: 1.26529 0.74999 0.23973  -0.81
C: -1.04504 0.30700 0.49481  -0.29
O: 2.20466 1.57140 0.20958  -0.20
O: 1.46203 -0.46975 -0.06671  -0.30
C: -1.73053 0.05042 -0.64678  -0.09
H: -1.34390 0.03641 1.50966  0.08
H: -1.60080 0.66865 -1.53789  0.07
H: -2.57559 -0.63886 -0.57420  0.06
Li: 0.14935 -1.72078 -0.67572  0.45
Sr: 4.08347 0.05299 -0.33192  1.12
H: -0.91395 -1.80620 0.88476  -0.14

Computed properties:
- Kohn-Sham gap (alpha / beta): 5.27 / 5.16 eV
- HOMO (alpha / beta): -5.733 / -5.782 eV
- Relative energy (zero: lowest compared OMol25 entry of this formula, charge and spin): 0.0 kcal per mole
- Spin multiplicity: 2
- <S²>: 0.7502